The following is a quantum chemistry calculation of a 2-piece molecular cluster, C5H8FNO overall, from OMol25.

```
16
C5H8FNO | OMol25 | ωB97M-V/def2-TZVPD
C 1.060 -0.553 0.268
C 0.207 -0.450 -0.965
C -1.188 -0.871 -0.730
C -0.650 1.323 0.371
C 0.585 0.780 -0.243
H 2.970 -0.065 1.316
H 0.311 -0.716 1.188
H 0.727 -0.493 -1.820
H -1.121 -1.947 -0.496
H -2.065 -0.692 -1.448
H -1.398 -0.426 1.369
H -0.528 1.575 1.477
H -1.282 1.943 -0.224
N -1.604 0.035 0.408
O 2.406 -0.998 0.226
F 1.569 1.555 -0.697
```

The electronic energy comes out at -424.95734 Ha. Its LUMO energy is -0.87 eV. The HOMO energy comes out at -9.07 eV. As for the relative energy (zero: lowest compared OMol25 entry of this formula, charge and spin): 155.47 kcal/mol. The value obtained for the frontier orbital gap is 8.2090 eV.


The following is a quantum chemistry calculation of one molecule with the formula C5H8FNS, from OMol25.

```
16
C5H8FNS | OMol25 | ωB97M-V/def2-TZVPD
C -0.236 1.579 0.052
C -0.193 0.074 0.177
C 0.242 -0.541 -1.168
C 0.972 -0.695 0.757
C -1.541 -0.483 0.568
H -0.232 2.113 1.138
H 0.558 2.000 -0.709
H -0.515 -1.083 -1.668
H 0.684 0.378 -1.673
H 2.364 -1.377 -0.914
H 1.783 0.175 1.202
H 0.911 -1.385 1.678
H -1.802 -0.419 1.726
N 1.402 -1.280 -0.516
F -1.535 2.084 -0.423
S -2.860 -1.139 -0.225
```

The SMILES is FCC1(C=S)CNC1. The electronic energy comes out at -747.97620 Ha. Its LUMO energy is -0.45 eV. The HOMO energy comes out at -8.75 eV. As for the relative energy (zero: lowest compared OMol25 entry of this formula, charge and spin): 81.39 kcal/mol. The value obtained for the frontier orbital gap is 8.2954 eV.


The following is a quantum chemistry calculation of one molecule with the formula C5H8FNS, from OMol25.

```
16
C5H8FNS | OMol25 | ωB97M-V/def2-TZVPD
C -0.538 1.345 0.129
C 0.634 1.004 -0.799
C 1.189 -0.444 -0.600
C -0.720 -1.176 0.783
C -1.416 0.029 0.273
H -1.162 2.154 -0.238
H 1.394 1.736 -0.578
H 0.346 1.130 -1.870
H 0.959 -1.034 -1.485
H 2.324 -0.337 -0.551
H 1.254 -1.838 0.917
H -0.880 -1.331 1.872
H -1.131 -2.066 0.286
N 0.743 -1.006 0.673
F -0.022 1.759 1.349
S -2.975 0.075 -0.161
```

The SMILES is F[C@H]1CCNCC1=S. The electronic energy comes out at -748.08749 Ha. Its LUMO energy is -0.37 eV. The HOMO energy comes out at -8.85 eV. As for the relative energy (zero: lowest compared OMol25 entry of this formula, charge and spin): 11.56 kcal/mol. The value obtained for the frontier orbital gap is 8.4802 eV.


The following is a quantum chemistry calculation of a 2-piece molecular cluster, C5H8I2 overall, from OMol25.

```
15
C5H8I2 | OMol25 | ωB97M-V/def2-TZVPD
C -0.311 -0.410 1.257
C -1.005 0.367 0.148
C -0.140 -0.792 -0.135
C -0.657 1.840 -0.173
C 0.149 -1.829 -0.970
I -3.107 0.017 0.278
I 3.444 -0.084 0.320
H 0.444 0.092 1.797
H -0.964 -1.155 1.871
H -0.628 2.501 0.807
H -1.345 2.328 -0.866
H 0.430 1.744 -0.486
H 3.203 0.037 -1.074
H -0.174 -1.882 -2.154
H 0.660 -2.774 -0.621
```

The SMILES is C=C1C[C@]1(C)I.I. The electronic energy comes out at -790.57044 Ha. Its LUMO energy is 0.19 eV. The HOMO energy comes out at -9.11 eV. As for the relative energy (zero: lowest compared OMol25 entry of this formula, charge and spin): 53.90 kcal/mol. The value obtained for the frontier orbital gap is 9.2930 eV.


The following is a quantum chemistry calculation of an isolated ion of composition C5H8IN2 and charge +1, from OMol25.

```
16
C5H8IN2 | OMol25 | ωB97M-V/def2-TZVPD
C -1.404 -1.164 -0.809
C -3.046 0.527 -0.194
C 2.110 -1.195 -0.745
C -4.176 0.369 0.476
C 3.463 0.688 0.581
N -2.426 -0.692 -0.458
N 3.055 -0.628 -0.096
I 0.566 0.362 -1.401
H -0.998 -2.122 -0.847
H -2.534 1.436 -0.508
H -4.472 -0.664 0.597
H -4.763 1.296 0.808
H 4.239 1.290 0.052
H 2.575 1.224 0.779
H 3.951 0.440 1.524
H 3.860 -1.167 0.241
```

Its net charge is +1. The electronic energy comes out at -602.08934 Ha. Its LUMO energy is -4.30 eV. The HOMO energy comes out at -13.02 eV. As for the relative energy (zero: lowest compared OMol25 entry of this formula, charge and spin): 109.34 kcal/mol. The value obtained for the frontier orbital gap is 8.7116 eV.


The following is a quantum chemistry calculation of a 2-piece molecular cluster, C5H8INS overall, from OMol25.

```
16
C5H8INS | OMol25 | ωB97M-V/def2-TZVPD
C 0.618 2.663 1.336
C -1.150 -0.072 -0.972
C 1.200 0.632 0.219
C -0.807 -2.104 0.456
C -0.617 -1.272 -0.789
N 1.200 1.590 0.978
S -0.654 0.980 -2.356
I 2.592 -0.959 0.252
H 0.022 2.550 2.234
H 1.084 3.545 1.060
H -1.702 0.676 -0.434
H 0.229 -2.567 0.595
H -1.548 -2.843 0.603
H -0.887 -1.381 1.249
H 0.023 -1.670 -1.683
H 0.398 0.229 -2.749
```

The electronic energy comes out at -945.77336 Ha. Its LUMO energy (alpha / beta) is -0.45 / -0.45 eV. The HOMO energy (alpha / beta) comes out at -7.82 / -7.82 eV. As for the relative energy (zero: lowest compared OMol25 entry of this formula, charge and spin): 80.17 kcal/mol. The value obtained for the frontier orbital gap (alpha / beta) is 7.3752 / 7.3737 eV.


The following is a quantum chemistry calculation of an isolated ion of composition C5H8IO2 and charge -1, from OMol25.

```
16
C5H8IO2 | OMol25 | ωB97M-V/def2-TZVPD
C 0.343 -1.595 0.072
C -1.344 0.181 -0.688
C -0.173 0.387 1.482
C 1.036 0.709 -0.822
C 0.001 -0.049 -0.016
O -0.608 -2.299 0.508
O 1.389 -2.017 -0.478
I 2.991 0.692 0.066
H -2.196 0.413 -0.011
H -1.336 0.943 -1.480
H -1.575 -0.591 -1.296
H -0.550 1.416 1.688
H -0.780 -0.415 1.847
H 0.762 0.353 1.984
H 1.339 0.200 -1.821
H 0.701 1.671 -1.035
```

The SMILES is CC(C)(CI)C(=O)[O-]. Its net charge is -1. The electronic energy comes out at -643.53770 Ha. Its LUMO energy is 2.92 eV. The HOMO energy comes out at -4.22 eV. As for the relative energy (zero: lowest compared OMol25 entry of this formula, charge and spin): 0.00 kcal/mol. The value obtained for the frontier orbital gap is 7.1461 eV.


The following is a quantum chemistry calculation of C5H8InO3 as an isolated structure, from OMol25.

```
17
C5H8InO3 | OMol25 | ωB97M-V/def2-TZVPD
O 0.223 1.400 -2.081
C 0.898 -1.981 0.854
C 0.389 0.083 -1.730
O 0.968 -3.019 1.369
O 1.504 -1.346 -0.022
C 1.309 0.066 -0.520
In -0.924 2.660 -1.993
H 0.860 -0.501 -2.540
H -0.562 -0.425 -1.481
H 0.936 0.645 0.331
H 2.328 0.378 -0.760
C -0.204 -0.313 2.789
C -0.825 -0.925 1.738
H 0.135 0.725 2.730
H 0.133 -0.886 3.657
H -1.154 -0.314 0.893
H -1.398 -1.837 1.929
```

Its net charge is +3. The electronic energy comes out at -609.62191 Ha. Its LUMO energy (alpha / beta) is -15.50 / -18.41 eV. The HOMO energy (alpha / beta) comes out at -23.48 / -22.09 eV. The value obtained for the frontier orbital gap (alpha / beta) is 7.9843 / 3.6827 eV.


The following is a quantum chemistry calculation of C5H8N as an isolated structure, from OMol25.

```
14
C5H8N | OMol25 | ωB97M-V/def2-TZVPD
C 2.085 0.170 0.051
C 1.142 1.142 0.184
C 1.070 -0.969 0.145
C -1.252 0.155 -0.666
C 0.122 0.148 -0.071
N -2.118 0.115 0.493
H 3.111 0.037 -0.119
H 1.048 2.233 0.248
H 1.160 -1.869 -0.649
H 0.933 -1.317 1.088
H -1.544 1.024 -1.136
H -1.533 -0.736 -1.400
H -1.876 0.710 1.263
H -2.350 -0.841 0.569
```

Its net charge is +1. The electronic energy comes out at -249.67303 Ha. Its LUMO energy is -6.06 eV. The HOMO energy comes out at -14.36 eV. As for the relative energy (zero: lowest compared OMol25 entry of this formula, charge and spin): 95.45 kcal/mol. The value obtained for the frontier orbital gap is 8.3009 eV.


The following is a quantum chemistry calculation of an isolated ion of composition C5H8N and charge +1, from OMol25.

```
14
C5H8N | OMol25 | ωB97M-V/def2-TZVPD
C 0.289 1.047 -0.640
C 1.365 0.612 -0.136
C -1.200 -0.643 0.343
C -1.018 0.215 -0.864
C 2.076 -0.433 0.405
N -1.950 0.540 0.025
H 0.047 2.047 -0.526
H -1.637 -1.624 0.301
H -0.534 -0.407 1.128
H -1.348 -0.157 -1.822
H 1.763 -0.502 1.403
H 3.225 -0.526 0.164
H 1.590 -1.380 -0.046
H -2.667 1.212 0.265
```

Its net charge is +1. The electronic energy comes out at -249.59814 Ha. Its LUMO energy (alpha / beta) is -6.73 / -6.73 eV. The HOMO energy (alpha / beta) comes out at -13.99 / -13.99 eV. As for the relative energy (zero: lowest compared OMol25 entry of this formula, charge and spin): 142.45 kcal/mol. The value obtained for the frontier orbital gap (alpha / beta) is 7.2588 / 7.2545 eV.


The following is a quantum chemistry calculation of an isolated ion of composition C5H8N and charge +1, from OMol25.

```
14
C5H8N | OMol25 | ωB97M-V/def2-TZVPD
C -1.474 1.410 -0.149
C 0.172 -0.200 0.115
C -1.363 0.156 -0.130
C -2.335 -0.925 -0.111
C 2.500 -0.128 0.273
N 1.209 0.376 -0.237
H -0.879 2.266 0.014
H -2.975 -0.975 -0.934
H -2.988 -0.624 0.710
H -1.777 -1.828 -0.065
H 2.861 0.548 0.910
H 2.449 -0.931 0.950
H 3.155 -0.340 -0.554
H 1.443 1.196 -0.792
```

Its net charge is +1. The electronic energy comes out at -249.59572 Ha. Its LUMO energy (alpha / beta) is -6.52 / -5.65 eV. The HOMO energy (alpha / beta) comes out at -14.47 / -14.84 eV. As for the relative energy (zero: lowest compared OMol25 entry of this formula, charge and spin): 143.96 kcal/mol. The value obtained for the frontier orbital gap (alpha / beta) is 7.9546 / 9.1882 eV.


The following is a quantum chemistry calculation of an isolated ion of composition C5H8N and charge +1, from OMol25.

```
14
C5H8N | OMol25 | ωB97M-V/def2-TZVPD
C -2.383 -0.660 0.032
C -2.659 0.611 -0.023
C 0.114 0.058 0.046
C 0.789 -1.256 0.011
C 0.880 1.317 0.041
N -1.195 0.106 0.037
H -2.675 -1.686 0.071
H -3.117 1.566 -0.104
H 1.854 -1.145 0.195
H 0.658 -1.708 -0.974
H 0.369 -1.950 0.739
H 0.290 2.151 0.415
H 1.188 1.542 -0.982
H 1.791 1.217 0.629
```

The SMILES is CC(C)=[N+]1C=C1. Its net charge is +1. The electronic energy comes out at -249.69172 Ha. Its LUMO energy is -4.12 eV. The HOMO energy comes out at -14.61 eV. As for the relative energy (zero: lowest compared OMol25 entry of this formula, charge and spin): 83.72 kcal/mol. The value obtained for the frontier orbital gap is 10.4873 eV.